Entry 1:
28
Properties=species:S:1:pos:R:3 method="wB97M-V/def2-TZVPD" gap_ev="7.60 / 7.61" charge=+1
C 1.808 0.608 -1.108
C 0.564 0.448 -1.709
C 1.333 -0.806 0.649
C 2.194 0.012 0.079
C -0.044 -1.125 0.189
C -0.395 -0.474 -1.129
C 4.168 1.295 0.404
C -3.846 0.479 1.415
N -1.557 -0.805 -1.728
N -0.665 -2.426 0.300
O 3.355 0.187 0.690
O -1.994 1.212 0.238
O -3.066 0.261 0.264
H 2.580 1.228 -1.558
H 0.450 0.926 -2.696
H 1.736 -1.275 1.507
H -0.622 -0.450 0.831
H 3.645 2.247 0.086
H 4.780 1.107 -0.508
H 4.883 1.365 1.165
H -4.726 1.258 1.230
H -3.071 0.814 2.191
H -4.295 -0.525 1.735
H -1.939 -1.637 -1.111
H -2.184 -0.085 -2.087
H -0.492 -3.074 -0.610
H -2.433 2.164 0.254
H -0.167 -2.929 1.017

***

Entry 2:
15
Properties=species:S:1:pos:R:3 method="wB97M-V/def2-TZVPD" gap_ev=8.01
C 1.836 -0.592 0.146
N 0.454 -0.530 -0.278
C -0.407 0.666 -0.415
C -1.676 0.177 -1.026
C -0.735 1.244 0.974
C -1.420 -1.201 -1.058
N -0.181 -1.580 -0.644
H 2.403 0.214 -0.330
H 2.242 -1.556 -0.164
H 1.921 -0.494 1.234
H 0.129 1.406 -1.024
H -1.501 0.637 1.457
H -1.129 2.253 0.869
H 0.150 1.271 1.612
H -2.081 -2.001 -1.372

***

Entry 3:
16
Properties=species:S:1:pos:R:3 method="wB97M-V/def2-TZVPD" gap_ev=12.63 smiles=CC.CC
C 0.597 -0.017 2.139
C 0.311 1.357 1.550
H 0.919 0.050 3.187
H -0.188 -0.771 2.173
H 1.435 -0.515 1.641
H 1.171 1.993 1.723
H 0.342 1.264 0.464
H -0.641 1.717 1.917
C 0.024 -1.188 -1.805
C -0.983 -0.088 -1.878
H 0.414 -1.391 -0.806
H -0.435 -2.105 -2.184
H 0.959 -1.028 -2.350
H -0.690 0.773 -1.286
H -2.018 -0.308 -1.591
H -1.218 0.254 -2.894

***

Entry 4:
27
Properties=species:S:1:pos:R:3 method="wB97M-V/def2-TZVPD" gap_ev=10.35 smiles=CC(C)C[C@H](CN)c1nnn[nH]1
C 0.536 1.919 -1.316
C -0.108 1.744 0.115
C 0.834 1.934 1.257
C -0.986 0.480 0.159
C -0.438 -0.857 -0.342
C -1.446 -1.971 0.171
C 1.051 -1.107 -0.193
H 1.411 1.285 -1.502
H 1.024 2.922 -1.396
H -0.179 1.718 -2.088
H -0.928 2.569 0.264
H 1.787 1.375 1.063
H 1.081 3.019 1.414
H 0.291 1.633 2.182
H -1.935 0.789 -0.162
H -1.138 0.340 1.208
H -0.568 -0.914 -1.414
H -1.066 -2.957 -0.152
H -1.417 -1.993 1.286
H -3.213 -0.884 0.007
H -2.895 -1.846 -1.321
H 1.318 -2.116 1.635
N -2.822 -1.813 -0.278
N 1.943 -0.768 -1.165
N 3.113 -1.204 -0.719
N 3.025 -1.693 0.446
N 1.722 -1.604 0.839

***

The records above give, respectively, relative energy (zero: lowest compared OMol25 entry of this formula, charge and spin) values of 6.8702 3.8663 0.3632 0.3840 eV.
The records above give, respectively, max |F| values of 3.90 0.48 1.67 3.09 eV/Å.